A molecular structure, C27H23CoN2O2S. Source: OMol25; level of theory: ωB97M-V with the def2-TZVPD basis set.

Last column: Mulliken spin population.
Element x y z (Å)
1 C -3.401493 3.106273 0.095213  -0.0015
2 H 2.787087 3.890890 -2.037148  0.0014
3 H -4.239484 0.691048 -2.122617  -0.0004
4 Co 0.389516 0.992031 -0.258735  1.0908
5 H 3.088182 2.528522 0.047180  0.0016
6 C 0.710261 2.429817 2.185126  0.0062
7 C -4.193759 2.370995 -0.790093  -0.0005
8 N 0.082514 0.090353 1.871680  0.0182
9 H -2.008717 -2.556022 4.967754  0.0002
10 C 2.351454 0.680592 -0.765512  -0.0528
11 C -1.001245 -3.387403 1.831441  0.0000
12 H 2.429788 0.190084 -1.751109  -0.0103
13 C 1.277536 -2.245698 -1.801393  -0.0079
14 C -0.451595 -2.199752 1.440592  -0.0046
15 H -1.384799 -0.174051 5.455102  0.0004
16 H -0.302253 1.948335 4.612294  -0.0005
17 C -1.479457 1.641212 -0.267125  -0.0724
18 C -0.455558 -1.083962 2.308846  0.0058
19 H 0.005234 -2.076487 0.470245  0.0031
20 H 1.999493 -1.763098 -1.159313  -0.0008
21 H -5.220363 2.660993 -0.977649  -0.0002
22 C -1.577828 -2.461945 3.977086  0.0010
23 H 0.817800 -5.023305 -3.703254  0.0000
24 O 0.938195 2.485930 0.943307  -0.0032
25 H 1.287708 3.133094 -1.495821  0.0027
26 H -1.404800 -3.983781 -4.036320  0.0000
27 C 0.039318 -1.636128 -2.011822  0.0170
28 C -0.389701 1.052169 4.015358  -0.0004
29 H -1.497059 3.370158 1.016292  -0.0006
30 H 2.182428 2.439957 -2.858586  0.0021
31 C 3.067771 2.027161 -0.923033  -0.0141
32 C 4.510628 1.873575 -1.411748  -0.0002
33 C 0.116511 1.107482 2.691627  0.0017
34 H 5.087191 1.251993 -0.721878  0.0000
35 C -0.917902 -2.285215 -2.802470  0.0009
36 C 0.586982 -4.076937 -3.230907  0.0002
37 H -2.014947 -4.466657 3.410734  -0.0001
38 H -0.993472 -4.233323 1.155029  -0.0001
39 O 0.898301 3.308759 3.028945  -0.0011
40 C -1.578524 -3.521131 3.113733  -0.0002
41 C -0.965280 -0.096182 4.457913  0.0015
42 H -3.827317 3.970566 0.594787  -0.0002
43 C 1.537068 -3.455944 -2.414601  0.0006
44 H 2.936175 0.056974 -0.070082  0.0027
45 N -0.398350 -0.446620 -1.445653  -0.0005
46 S -2.396953 -1.377149 -2.791639  -0.0010
47 C -3.645818 1.274482 -1.424119  -0.0005
48 C -1.650791 -0.208202 -1.738696  0.0300
49 C -0.653701 -3.499013 -3.425748  -0.0003
50 H 5.020794 2.839155 -1.506713  -0.0007
51 C -2.318206 0.934091 -1.152217  -0.0440
52 H 4.529456 1.384967 -2.392401  -0.0001
53 H 2.495412 -3.933873 -2.255843  0.0001
54 C -1.012083 -1.222399 3.597189  -0.0029
55 C -2.081566 2.755003 0.339328  0.0198
56 C 2.290217 2.927615 -1.882558  0.0142

Forces on the atoms, in the same order (eV/Å):
0.03 -0.01 0.01
0.01 -0.01 -0.01
-0.01 0.01 0.01
0.41 -0.04 0.44
0.01 0.01 0.00
-0.06 -0.12 -0.03
-0.01 0.02 0.01
-0.01 0.11 -0.16
0.00 0.00 0.00
-0.08 0.13 -0.05
-0.01 -0.01 0.02
-0.02 -0.06 -0.02
0.01 0.05 0.00
0.00 0.03 -0.02
0.00 0.01 0.00
-0.01 -0.01 0.02
-0.21 0.05 -0.10
0.01 -0.07 0.00
-0.01 -0.01 0.01
0.02 0.03 -0.01
0.00 -0.01 0.00
0.00 -0.02 0.00
0.00 0.00 0.00
-0.09 -0.12 -0.11
0.04 0.00 -0.01
0.00 0.00 0.00
0.01 -0.04 -0.03
0.00 -0.02 0.01
0.00 0.00 -0.01
0.03 0.00 -0.01
0.05 0.00 -0.04
-0.01 -0.01 0.01
0.03 0.06 0.03
0.01 -0.01 -0.01
-0.01 -0.01 0.00
-0.01 0.01 0.00
0.00 0.00 0.00
0.00 0.00 0.00
0.01 0.02 0.00
0.01 0.02 -0.01
0.02 -0.01 -0.04
-0.01 0.00 -0.01
0.00 -0.01 0.00
-0.06 -0.04 0.04
-0.05 0.05 -0.03
0.01 0.01 0.00
0.01 -0.05 -0.03
0.02 -0.06 -0.02
0.02 -0.01 -0.01
0.00 0.00 0.00
-0.03 0.09 0.06
0.01 0.00 0.00
0.00 0.00 0.00
0.00 0.04 0.06
-0.03 0.00 0.01
-0.05 0.01 0.02

Output
Orbital gap (alpha / beta) ... 6.51 / 6.45 eV
⟨S²⟩ ... 0.763
E ... -3083.72526 a.u.
Net charge ... -1
Highest occupied orbital energy (alpha / beta) ... -4.098 / -4.037 eV
Spin multiplicity ... 2

---

A molecular structure, C27H23F5IrN4O3PSTe in a non-equilibrium geometry. Source: OMol25; level of theory: ωB97M-V with the def2-TZVPD basis set.

Last column: Mulliken charge in e.
Element x y z (Å)
1 C 3.298451 -0.624749 -1.928787  0.1631
2 H -0.507636 0.752672 -5.424790  0.4639
3 H 3.346882 -0.887452 -4.519895  0.5337
4 H 1.592243 -0.325701 -6.196194  0.4297
5 C -2.022239 -2.155145 2.644271  -1.3959
6 H -3.047526 -3.307669 0.328511  0.4058
7 C -1.005835 -2.724317 0.290028  0.5927
8 C 2.386458 -0.497689 -4.211963  -0.7195
9 O 2.985949 -1.141888 -0.793583  -0.5351
10 H -1.457181 -1.053662 -2.114115  0.9663
11 Te -0.094489 1.576146 3.554918  1.8618
12 P 0.564129 0.395147 -0.608391  0.9547
13 H -0.921647 -3.903970 -3.354124  0.4599
14 C 0.129473 -3.016660 -1.710952  -0.2677
15 N 2.025705 -1.151438 4.906766  -0.3015
16 O 0.246316 0.658570 2.034381  -0.2363
17 N 0.106055 -2.600009 -0.442451  -0.4274
18 F 1.667914 1.707040 4.145435  -0.4225
19 C 2.405405 2.188329 0.432849  -0.3749
20 H -0.907443 1.101663 -3.041092  0.4566
21 H -2.959208 -2.003078 2.107377  0.4351
22 H 1.065336 -2.895740 -2.241315  0.5154
23 C 2.164252 4.575637 0.294969  -0.6132
24 H -0.373732 3.032732 -1.335359  0.3297
25 N 0.511422 -1.836974 3.353667  -1.2063
26 C -2.138501 -3.676022 -1.594626  -0.5663
27 H -1.426961 2.046850 0.828324  0.4173
28 H -3.908656 -1.119295 -2.015795  0.4851
29 O 4.429742 -0.388703 -2.302531  -0.6838
30 C -1.957615 1.337438 0.226197  -1.1215
31 C -2.151668 -3.243020 -0.276942  -0.4253
32 C -4.047758 0.392121 -0.494140  -0.8375
33 Ir 1.574309 -1.531754 0.598620  1.2905
34 C 2.872853 3.460269 0.722722  -0.7054
35 C 2.152074 -0.324234 -2.851267  0.6860
36 C 0.012145 0.624846 -3.354945  -0.8632
37 C -3.341468 1.283331 0.300298  -0.9404
38 H 0.452610 5.291427 -0.790235  0.4331
39 C 0.238970 0.435888 -4.706091  -0.8173
40 C 1.680036 -1.320132 3.631840  0.3977
41 F -0.048846 3.262512 2.758280  -0.4125
42 C -1.257816 0.491399 -0.630101  1.1668
43 C 1.005925 4.421619 -0.455558  -0.8189
44 N 0.302300 -2.047540 2.048400  0.6184
45 C 1.417745 -0.157738 -5.140687  -0.7995
46 H 2.505842 5.569250 0.561805  0.4018
47 C -0.975728 -3.572772 -2.324431  -0.6954
48 C 0.943371 0.196971 -2.397230  0.8712
49 H -5.130097 0.348154 -0.435515  0.4056
50 H -2.123754 -3.026978 3.296883  0.3054
51 H 2.765260 -0.491833 5.088239  0.2583
52 H 2.940958 1.314271 0.785451  0.2853
53 H -3.859115 1.934827 0.992695  0.5035
54 C -1.978368 -0.396732 -1.430987  -1.0355
55 C 1.229036 2.037691 -0.293950  1.1392
56 C -0.884408 -2.307795 1.695955  0.6606
57 H -1.827118 -1.299180 3.286612  0.2029
58 F -0.381240 0.254380 4.851725  -0.4254
59 H 1.268571 -1.158257 5.575045  0.2868
60 S 2.888052 -0.937586 2.414986  -0.5913
61 F -1.968411 1.570445 3.485081  -0.4244
62 C 0.536872 3.152218 -0.759003  -0.2826
63 H 3.778996 3.579872 1.304370  0.4356
64 C -3.364952 -0.433960 -1.374709  -1.0015
65 H -3.031400 -4.086127 -2.051934  0.4762
66 F -0.390844 2.652074 5.056984  -0.3475

Forces on the atoms, in the same order (eV/Å):
-0.21 0.10 -0.20
0.02 0.01 0.05
0.02 0.01 0.03
-0.01 0.03 0.02
-0.24 -0.37 -0.09
0.04 -0.04 -0.11
-0.44 0.06 0.30
-0.18 0.09 -0.14
1.12 -0.26 0.51
-0.09 0.05 0.03
-0.61 0.74 0.35
0.41 -1.13 0.34
0.06 0.06 0.09
0.31 -0.12 -0.01
0.15 0.21 0.41
-0.58 0.59 1.26
0.82 0.30 -0.90
0.53 -0.11 -0.20
0.03 -0.02 -0.01
0.07 -0.02 -0.08
0.04 -0.02 0.00
0.01 0.09 0.07
-0.02 -0.03 0.02
0.03 0.04 0.03
0.41 -0.10 0.93
-0.35 -0.10 0.26
0.17 0.15 0.25
0.03 0.02 0.04
-0.05 -0.19 0.11
-0.10 -0.01 -0.08
-0.46 -0.37 0.11
-0.07 0.03 -0.04
-0.77 1.40 -0.41
0.00 0.04 -0.03
0.15 0.13 -0.13
0.00 0.03 0.12
0.04 0.02 0.00
0.04 -0.05 0.01
0.01 0.02 -0.10
-0.17 -0.66 -0.88
0.10 0.11 -0.58
0.00 -0.34 0.29
0.00 0.01 -0.02
1.35 0.98 0.13
0.06 -0.02 0.09
0.00 -0.06 -0.06
0.18 -0.11 -0.19
-0.33 -0.26 -0.14
0.08 0.01 -0.01
-0.01 0.03 -0.03
0.01 -0.03 0.03
-0.07 0.08 0.03
0.03 -0.01 -0.03
-0.11 0.11 0.06
0.14 -0.08 0.49
-1.85 -0.46 -0.60
0.00 0.03 -0.02
0.16 -0.54 -0.08
0.01 -0.02 -0.05
0.30 -0.24 -0.86
-0.25 0.00 -0.61
0.02 0.01 -0.01
-0.05 -0.02 -0.03
0.10 -0.01 -0.04
0.01 0.02 0.10
-0.04 0.16 0.17

Output
Orbital gap ... 6.63 eV
E ... -3098.72937 a.u.
Highest occupied orbital energy ... -8.489 eV